No. 1
62
Properties=species:S:1:pos:R:3:forces:R:3 method="wB97M-V/def2-TZVPD" mol_weight_da=731.35 e_lumo_ha=0.022 charge=-1 gap_ev=4.707 de_lowest_kj_mol=0.0
C 0.984319 -1.310733 2.887505 0.0 0.0 0.3
C -0.506521 -1.105226 3.138895 -0.1 0.2 -0.1
C -1.350138 -0.884573 1.882283 -0.2 -0.1 0.1
F -2.505758 -0.164190 2.225230 0.0 0.0 0.0
C -0.643174 -0.145617 0.761319 -0.1 -0.3 0.2
C -0.308453 -0.690717 -0.454359 0.1 0.1 -0.5
S -0.644403 -2.449693 -0.638765 0.2 -0.3 -0.1
O -0.334122 -3.089693 0.608621 -0.1 -0.1 -0.1
O -0.155455 -3.040786 -1.836498 0.0 0.2 -0.2
C -2.534860 -2.476705 -0.781092 0.0 -0.1 0.1
F -2.989131 -3.271374 0.204698 0.0 0.1 -0.1
F -3.019863 -1.231923 -0.613821 0.0 -0.1 0.0
C -3.031160 -3.021176 -2.140370 -0.1 0.2 -0.1
F -2.644304 -4.296727 -2.275044 0.0 0.1 0.0
F -2.496853 -2.269687 -3.112432 -0.1 -0.1 0.1
C -4.608798 -2.954846 -2.288358 0.0 -0.1 -0.1
F -5.079704 -4.161234 -2.611079 0.0 0.1 0.0
F -5.203936 -2.572918 -1.151280 0.0 -0.1 -0.2
F -4.951305 -2.096450 -3.246501 0.0 -0.1 0.2
C 0.287755 0.065226 -1.531703 -0.3 -0.8 0.0
C 0.553699 -0.473700 -2.904106 -0.2 0.1 -0.2
C 1.990233 -0.961166 -3.175631 0.2 0.2 0.2
C 2.994440 -1.011585 -2.019168 0.5 -0.5 -0.3
C 4.407784 -1.142092 -2.654851 -0.3 0.3 -0.1
C 2.760344 -2.187111 -1.064556 0.2 0.3 0.1
C 0.601163 1.363184 -1.260426 0.3 0.6 -0.2
I 1.535442 2.544951 -2.703930 0.1 0.2 0.0
C 0.332799 1.952758 -0.017236 -0.1 0.2 0.3
N 0.672495 3.246172 0.220398 0.0 -0.1 -0.2
C 0.409033 3.736715 1.392719 -0.2 0.3 0.1
P 0.994218 5.431954 1.646266 0.6 0.1 0.2
O 2.216951 5.540981 2.474422 -0.1 0.0 0.1
C -0.224058 2.984149 2.424041 0.1 -0.1 0.0
C -0.529362 3.576029 3.769647 0.1 0.1 0.1
C -1.835585 4.373633 3.794313 0.0 0.1 0.0
F -2.614817 3.977080 4.879238 0.0 0.0 -0.1
N -0.558313 1.748389 2.208150 0.0 -0.1 0.0
C -0.299224 1.201487 0.990498 0.1 0.4 0.1
H 1.179032 -1.936294 2.019348 0.0 0.0 0.0
H 1.487684 -0.350791 2.777913 0.1 0.0 -0.2
H 1.431422 -1.797595 3.753842 0.1 0.0 0.0
H -0.658352 -0.222939 3.756982 0.0 0.0 0.1
H -0.937219 -1.954298 3.668397 0.0 -0.1 0.0
H -1.713574 -1.843389 1.545021 -0.1 0.1 0.1
H 0.374312 0.341504 -3.604659 -0.1 -0.1 0.0
H -0.164610 -1.223076 -3.185411 0.0 -0.3 0.0
H 1.924412 -1.925584 -3.672960 0.0 -0.1 0.0
H 2.390704 -0.303408 -3.941669 0.0 0.0 -0.1
H 3.001535 -0.076682 -1.451872 -0.2 0.0 0.1
H 5.016083 -1.897054 -2.161155 0.1 0.0 0.0
H 4.930829 -0.185349 -2.609859 0.1 0.0 0.1
H 4.322444 -1.382678 -3.713668 0.0 -0.2 0.0
H 2.561988 -3.090231 -1.639462 -0.1 -0.1 0.1
H 3.654452 -2.356158 -0.460342 0.0 0.0 0.1
H 1.950943 -2.010622 -0.352593 0.0 -0.1 -0.1
H 1.097927 5.926194 0.339577 -0.1 -0.1 -0.1
H -0.102724 6.135962 2.181588 -0.2 0.0 -0.1
H -0.639056 2.764164 4.484807 0.0 -0.1 0.0
H 0.308190 4.189381 4.105906 0.0 0.0 0.0
H -1.663834 5.443925 3.911308 0.0 0.0 0.0
H -2.417416 4.208141 2.887237 -0.1 -0.1 0.0
F 0.993452 -1.185908 -5.665313 -0.1 0.1 0.0



No. 2
65
Properties=species:S:1:pos:R:3:forces:R:3 method="wB97M-V/def2-TZVPD" mol_weight_da=477.99 e_lumo_ha=0.021 gap_ev=9.020 smiles="CC(C)CN(C(=O)CN(C)C(=O)Cc1ccccc1Cl)c1c(N)n(CC(C)C)c(=O)[nH]c1=O"
C 1.473005 -0.696271 -4.826186 -0.2 0.1 0.2
C 0.889789 -1.020243 -3.451966 0.2 -0.1 -0.1
C 0.204978 -2.384339 -3.485565 0.0 0.3 0.1
C 2.013833 -0.966250 -2.407462 -0.1 0.3 -0.4
N 1.550110 -0.788859 -1.038194 0.0 -0.6 0.0
C 1.648391 0.440146 -0.478489 -0.1 0.0 0.4
O 1.888415 1.437511 -1.132241 0.0 0.3 0.0
C 1.462598 0.521936 1.044105 -0.2 -0.1 0.0
N 0.901183 1.801493 1.424189 0.3 -0.3 0.0
C 1.827432 2.905320 1.512806 0.2 0.4 -0.1
C -0.440601 1.906819 1.419977 -0.1 0.3 0.3
O -1.159462 0.924202 1.272002 -0.3 0.0 -0.1
C -1.037622 3.291004 1.605934 -0.1 -0.1 0.0
C -0.689205 4.176600 0.441604 0.0 0.2 0.0
C -0.816996 3.685747 -0.853829 0.0 0.1 0.0
C -0.491771 4.457462 -1.952451 0.0 0.0 0.0
C -0.036404 5.752603 -1.774447 0.0 0.0 0.0
C 0.088223 6.269278 -0.497826 0.0 0.0 0.0
C -0.234539 5.482160 0.595436 -0.1 -0.1 -0.2
Cl -0.052923 6.173474 2.180017 0.0 0.1 0.1
C 1.144127 -1.938384 -0.308259 -0.2 0.2 0.1
C -0.181222 -2.091005 0.045367 0.5 0.0 -0.5
N -1.137044 -1.251074 -0.432350 0.0 -0.2 -0.1
N -0.575797 -3.144306 0.826491 -0.2 0.1 0.0
C -1.938453 -3.231908 1.328100 -0.3 0.1 0.3
C -2.201903 -2.273963 2.502259 -0.1 -0.2 0.0
C -1.279355 -2.601011 3.673606 -0.1 0.1 -0.2
C -3.665563 -2.397316 2.917402 0.2 0.1 -0.1
C 0.302137 -4.156763 1.194255 0.2 0.0 -0.1
O -0.047015 -5.116449 1.840422 -0.1 -0.3 0.2
N 1.587956 -3.991612 0.763119 0.4 -0.3 0.0
C 2.130563 -2.913804 0.057083 -0.4 0.1 0.1
O 3.319477 -2.877764 -0.187768 0.2 0.0 -0.1
H 1.907693 0.300088 -4.833190 0.1 0.1 0.0
H 0.697699 -0.738947 -5.587504 0.0 0.0 -0.1
H 2.248472 -1.413761 -5.084747 0.1 -0.1 -0.1
H 0.150772 -0.251002 -3.200775 0.0 0.0 0.0
H -0.264300 -2.619202 -2.535121 -0.1 -0.1 0.1
H -0.562687 -2.399717 -4.256177 -0.1 -0.1 -0.1
H 0.931996 -3.161158 -3.713013 0.1 -0.1 0.0
H 2.613482 -1.878028 -2.443402 0.0 0.0 0.0
H 2.657038 -0.109739 -2.622435 0.0 -0.2 0.0
H 0.804662 -0.261568 1.417891 0.2 0.1 0.0
H 2.449953 0.404875 1.498878 -0.1 0.0 0.0
H 2.092212 3.264674 0.515882 0.0 0.0 0.1
H 1.410003 3.721689 2.093807 0.0 0.0 0.1
H 2.733699 2.557465 2.010008 0.0 0.0 0.0
H -0.707041 3.731821 2.546507 0.0 -0.1 0.0
H -2.122246 3.160851 1.654635 0.1 -0.1 0.1
H -1.175467 2.676618 -0.990722 0.0 -0.1 0.0
H -0.589287 4.047705 -2.945585 0.0 0.0 -0.1
H 0.222094 6.363344 -2.625520 0.0 0.1 -0.1
H 0.438545 7.278169 -0.344381 0.0 0.1 0.0
H -1.910816 -1.011605 0.167202 0.1 0.0 0.0
H -0.764912 -0.448445 -0.919385 0.0 -0.1 0.1
H -2.066410 -4.260631 1.673689 -0.1 0.2 -0.1
H -2.633232 -3.048663 0.504992 0.0 0.0 0.0
H -2.010525 -1.238994 2.197550 0.0 0.0 0.0
H -1.400184 -3.638337 3.976395 0.0 -0.1 0.1
H -1.507576 -1.960027 4.521516 0.0 0.1 0.1
H -0.236561 -2.445882 3.403902 0.1 0.0 0.0
H -4.327130 -2.157333 2.087877 -0.1 0.0 -0.1
H -3.882871 -1.715209 3.734877 -0.1 0.0 0.1
H -3.880735 -3.410663 3.248490 -0.1 -0.1 0.1
H 2.237319 -4.722820 1.030718 -0.1 0.1 0.0



No. 3
73
Properties=species:S:1:pos:R:3:forces:R:3 method="wB97M-V/def2-TZVPD" mol_weight_da=478.51 e_lumo_ha=-0.161 charge=+1 gap_ev=6.028
N 0.941794 -1.982837 -4.050551 0.1 1.5 0.3
C 0.598766 -1.123098 -5.083587 -1.1 0.2 0.3
N -0.606437 -0.441156 -5.223390 0.2 -0.7 0.3
C -1.809257 -1.317824 -5.438032 -0.9 0.0 0.4
C -1.501682 -2.719489 -5.983997 0.6 0.5 1.6
O -1.842778 -3.099876 -7.042080 -0.6 -0.4 -1.7
N 1.499136 -0.929303 -5.986344 0.4 -0.4 0.0
F 1.268363 -0.103920 -7.008535 0.3 -0.1 0.2
H 1.556063 -1.437470 -3.434114 0.4 -0.8 0.0
H 0.122230 -2.212789 -3.490874 0.0 -0.1 -0.2
H -0.763081 0.053594 -4.342149 -0.1 0.0 -0.1
H -2.313957 -1.429965 -4.458094 0.1 -0.1 -0.3
H -2.521252 -0.779917 -6.074686 0.4 -0.3 -0.1
H -0.953689 -3.434851 -5.316685 -0.1 0.4 0.1
H 2.410782 -1.387752 -5.959396 -0.1 0.2 -0.5
O -3.532678 0.197536 -2.676268 4.1 -1.0 0.1
P -3.144741 0.833703 -1.342330 -7.4 2.6 1.6
N -4.249660 -0.071915 -0.365426 0.4 -0.6 -0.1
C -4.796633 0.310579 0.924465 0.2 0.3 0.5
C -4.061702 -1.522437 -0.401100 0.0 -0.2 -0.5
N -3.822020 2.385292 -1.691588 0.2 0.3 -0.5
C -4.882461 2.986238 -0.902114 0.2 0.1 0.6
C -4.032140 2.714797 -3.099359 0.1 -0.2 -0.2
N -2.322236 1.516765 0.055052 2.7 -1.0 -1.9
C -1.492027 2.715936 -0.224653 -0.2 0.5 0.1
C -1.380053 0.531462 0.652376 -0.4 -0.4 0.5
H -4.074502 0.228549 1.747540 0.0 0.0 0.0
H -5.640508 -0.336965 1.173832 0.1 -0.2 -0.2
H -5.203264 1.315545 0.936003 0.2 0.1 -0.1
H -3.217441 -1.848740 0.221832 -0.1 -0.1 0.1
H -3.877381 -1.873209 -1.417133 0.0 0.2 0.0
H -4.955731 -2.042334 -0.052933 0.0 0.1 0.1
H -5.819107 2.421291 -0.976247 0.0 0.0 0.1
H -5.081840 4.006813 -1.237036 0.1 -0.1 -0.2
H -4.595260 3.088830 0.145149 0.0 -0.2 0.0
H -4.937626 2.244398 -3.499489 0.0 0.0 -0.1
H -3.182822 2.404576 -3.706508 -0.1 -0.1 0.0
H -4.124104 3.795869 -3.227942 0.0 0.0 0.2
H -0.770384 2.532795 -1.025480 0.1 0.1 0.1
H -0.945439 3.008970 0.673666 0.0 -0.3 0.0
H -2.094050 3.577213 -0.496302 -0.2 -0.2 -0.2
H -0.645323 0.184463 -0.078813 0.2 0.1 0.1
H -1.902630 -0.341514 1.043425 -0.1 0.0 -0.1
H -0.847962 0.964361 1.498400 0.0 0.1 -0.1
O 1.794839 -1.423273 2.169562 -0.1 -2.9 2.4
P 2.955934 -1.086905 3.086086 1.4 6.5 -3.5
N 2.337695 0.438858 3.636910 -0.5 -0.2 0.4
C 3.100445 1.560572 4.154764 0.5 0.0 0.3
C 1.049074 0.367511 4.326228 -0.4 -0.2 -0.3
N 4.103629 -0.815046 1.812899 0.2 -0.4 -0.5
C 4.773667 0.453487 1.603829 0.4 0.1 0.5
C 3.804005 -1.414721 0.519667 -0.2 -0.2 0.1
N 4.271828 -1.076781 4.254191 -1.2 -3.1 0.4
C 5.383614 -2.016150 3.956718 0.5 0.0 -0.3
C 3.792850 -1.470517 5.607022 -0.3 0.5 0.4
H 3.479409 1.399990 5.172866 0.0 0.0 0.0
H 2.470171 2.453264 4.186049 -0.2 -0.2 0.0
H 3.940603 1.834328 3.525878 0.0 -0.2 0.0
H 1.148579 0.014118 5.361016 -0.1 0.1 0.1
H 0.362453 -0.306635 3.813163 0.2 -0.1 0.0
H 0.563017 1.345664 4.351619 0.2 0.1 0.0
H 4.071995 1.245664 1.311064 0.0 0.1 0.0
H 5.526850 0.368113 0.815990 -0.1 -0.2 -0.1
H 5.331445 0.764058 2.488102 -0.2 0.0 0.1
H 3.061121 -0.829536 -0.040762 -0.1 0.0 -0.1
H 3.429737 -2.429990 0.635258 -0.1 0.1 0.0
H 4.711499 -1.486145 -0.086889 0.1 0.2 0.1
H 5.024223 -3.038109 3.812816 0.1 0.0 0.1
H 6.103340 -2.014051 4.777405 -0.3 0.0 0.2
H 5.943667 -1.722345 3.074599 -0.3 0.1 -0.1
H 3.317252 -2.454141 5.597427 0.1 -0.1 0.1
H 3.074064 -0.752536 6.002313 -0.1 0.0 -0.2
H 4.619716 -1.490960 6.315704 0.1 0.0 -0.2



No. 4
51
Properties=species:S:1:pos:R:3:forces:R:3 method="wB97M-V/def2-TZVPD" mol_weight_da=355.43 e_lumo_ha=0.024 gap_ev=9.344 de_lowest_kj_mol=39.4 smiles="CC(C)OC(=O)[C@H](C)Oc1ccc(C(=O)NCCc2ccccc2)cc1"
C -7.075145 -0.811751 0.481698 0.3 0.1 0.1
C -6.180328 -0.003344 1.413520 -0.6 0.1 0.1
C -6.812102 1.326684 1.808911 0.3 -0.2 -0.1
O -4.868687 0.185943 0.840635 0.1 -0.1 0.2
C -4.720560 0.847186 -0.293596 0.6 0.0 -0.2
O -5.581970 1.399954 -0.922723 -0.1 0.1 -0.1
C -3.235648 0.848385 -0.703108 -0.1 0.4 -0.2
C -3.068285 1.426731 -2.104619 0.0 -0.2 0.4
O -2.801334 -0.495718 -0.622321 0.1 -0.1 0.0
C -1.483714 -0.781831 -0.460702 0.2 -0.2 0.0
C -1.173254 -2.144020 -0.407600 -0.1 0.2 0.0
C 0.127535 -2.556571 -0.241305 0.1 0.1 0.0
C 1.159971 -1.628980 -0.101610 -0.2 0.1 -0.2
C 2.547617 -2.149410 0.057719 0.0 0.2 0.2
O 2.894444 -3.227870 -0.385861 0.0 -0.2 -0.1
N 3.380893 -1.353322 0.773184 0.1 0.2 0.2
C 4.793684 -1.618747 0.885517 0.2 -0.2 -0.2
C 5.604674 -0.831835 -0.161379 -0.1 -0.1 0.2
C 5.313750 0.636510 -0.048191 0.1 -0.1 -0.1
C 5.955220 1.415994 0.906767 0.0 0.0 0.0
C 5.639263 2.755040 1.052400 0.0 0.1 0.1
C 4.671440 3.332515 0.247675 0.0 0.1 0.0
C 4.026698 2.565225 -0.707441 -0.1 0.1 0.0
C 4.346608 1.226492 -0.853534 0.0 0.0 0.0
C 0.850538 -0.276250 -0.167995 0.1 -0.3 0.1
C -0.454455 0.148050 -0.351055 -0.4 0.2 0.0
H -7.320829 -0.230797 -0.403113 -0.1 0.0 0.0
H -7.993302 -1.075094 0.999245 -0.1 0.0 0.1
H -6.567471 -1.723737 0.176050 0.0 -0.1 0.0
H -5.957232 -0.589147 2.313072 0.0 0.1 -0.2
H -7.046640 1.910786 0.923262 -0.1 0.0 0.0
H -7.727748 1.139805 2.362808 -0.1 0.0 0.1
H -6.130727 1.895313 2.437964 0.0 0.1 0.1
H -2.710823 1.465047 0.042606 -0.1 -0.1 -0.1
H -3.617784 0.814515 -2.814820 -0.1 0.0 -0.1
H -3.469231 2.435479 -2.133079 0.0 0.1 0.0
H -2.019703 1.441578 -2.390171 0.1 0.0 0.0
H -1.978859 -2.854135 -0.504814 -0.1 -0.1 0.0
H 0.374722 -3.606759 -0.213946 0.0 -0.1 0.0
H 3.063834 -0.444322 1.067713 -0.1 -0.1 0.0
H 5.122813 -1.351492 1.893630 0.0 -0.1 -0.1
H 4.930781 -2.690567 0.727367 0.0 0.1 0.1
H 5.331074 -1.193135 -1.153707 0.1 0.0 0.0
H 6.665338 -1.027112 0.002470 0.0 0.0 -0.1
H 6.711534 0.969506 1.536865 0.1 -0.1 0.1
H 6.149119 3.350418 1.795713 0.0 0.0 0.1
H 4.423800 4.377481 0.361865 0.0 0.1 0.0
H 3.273865 3.010782 -1.341892 -0.1 0.0 -0.1
H 3.845249 0.630620 -1.603910 0.0 -0.1 -0.1
H 1.626791 0.474634 -0.112126 0.1 0.1 0.0
H -0.648216 1.207927 -0.410896 -0.1 0.1 0.0



No. 5
14
Properties=species:S:1:pos:R:3:forces:R:3 method="wB97M-V/def2-TZVPD" mol_weight_da=103.10 e_lumo_ha=-0.147 charge=+1 gap_ev=11.532 de_lowest_kj_mol=18.4
C 1.462907 0.074079 -0.555642 -1.6 3.9 1.5
C -0.940118 0.155224 0.701427 1.4 -0.5 -1.8
C 1.803423 -1.046642 -1.328963 -0.7 -1.5 -2.7
N -1.211534 1.380108 0.171009 -0.7 -3.7 1.4
N -1.596057 -0.253931 1.757629 -2.6 1.3 1.0
O 1.668995 1.191939 -0.253288 -0.4 -3.4 -0.8
O -0.086580 -0.636119 0.142054 0.6 1.3 0.1
H 2.719721 -0.875703 -1.881367 0.7 -0.4 0.7
H 1.101470 -1.171495 -2.229224 0.3 0.6 1.4
H 1.592944 -1.956115 -0.764772 0.8 0.0 0.0
H -1.786714 2.031820 0.567082 -2.2 1.4 1.8
H -0.585962 1.850390 -0.340782 3.2 1.3 -2.6
H -2.323121 0.467133 1.928265 0.4 -1.3 0.8
H -1.819373 -1.210690 2.086572 0.8 0.9 -0.8